C5H22AlN10O7 | ωB97M-V/def2-TZVPD

Last column: natural (NBO) charge in e.
CARTESIAN COORDINATES (ANGSTROEM)
Al (0.67638, 0.16173, 0.46773)  1.728
O (2.02207, 2.04240, -0.86438)  -0.898
H (1.57306, 2.90153, -0.89162)  0.445
O (-0.83859, -1.89670, -0.30840)  -0.963
H (-0.89440, -1.54840, -1.21200)  0.468
C (-2.63720, 1.86936, -1.05554)  0.792
O (-1.45670, 1.57648, -0.91808)  -0.687
N (-3.16464, 2.45643, -2.17230)  -0.830
N (-3.58923, 1.60284, -0.12876)  -0.834
H (-2.53839, 2.86835, -2.83917)  0.417
H (-4.13291, 2.70192, -2.09914)  0.388
H (-4.54799, 1.79010, -0.35269)  0.386
H (-3.33559, 1.29950, 0.79389)  0.416
C (0.82867, -0.67005, -3.48989)  0.784
O (0.62282, -0.54748, -2.29102)  -0.687
N (1.43541, 0.27969, -4.25041)  -0.844
N (0.62234, -1.84661, -4.15027)  -0.839
H (1.55889, 0.07115, -5.22444)  0.384
H (1.95563, 1.03124, -3.83216)  0.427
H (1.02825, -1.88010, -5.06522)  0.391
H (0.21538, -2.60147, -3.62998)  0.423
C (3.77188, -2.00874, -1.19488)  0.796
O (2.75757, -1.51099, -0.73089)  -0.692
N (4.18969, -1.70964, -2.46158)  -0.843
N (4.54363, -2.94558, -0.59402)  -0.832
H (3.45387, -1.18015, -2.90255)  0.407
H (4.92024, -2.18294, -2.95584)  0.401
H (4.31284, -3.17340, 0.35824)  0.405
H (5.30382, -3.45652, -1.00016)  0.402
C (0.89716, 1.50893, 4.20405)  0.793
O (0.99263, 0.66085, 3.31009)  -0.709
N (1.74595, 1.62533, 5.24607)  -0.814
N (-0.27257, 2.17950, 4.35902)  -0.837
H (2.50097, 0.96475, 5.16310)  0.421
H (1.44858, 2.10945, 6.07042)  0.411
H (-0.34533, 3.01076, 4.92054)  0.391
H (-1.08295, 1.98078, 3.79816)  0.419
C (-2.69723, -0.64488, 2.16673)  0.773
O (-1.71595, 0.11392, 2.05925)  -0.738
N (-2.95589, -1.64633, 1.32605)  -0.826
N (-3.51789, -0.60658, 3.26934)  -0.829
H (-3.69381, -2.29601, 1.52691)  0.392
H (-2.21650, -1.85989, 0.64015)  0.455
H (-4.49544, -0.78264, 3.10484)  0.395
H (-3.24856, 0.18809, 3.83081)  0.393

Max |F| in eV/A: 3.201
LUMO level in eV: -6.133
Electronic energy in Eh: -1520.227227
Total charge: +1
Multiplicity: 1
Energy relative to the best compared isomer or geometry (same formula, charge and spin) in kJ/mol: 63.4
Orbital gap in eV: 6.06